1.
C17H44ClFNO10P4 | the ωB97M-V functional and the def2-TZVPD basis

The charge is -1. Its LUMO energy is 0.0 eV.

Last column: Mulliken charge in e.
Positions of all 78 atoms, in Å:
1 C 3.7559 2.5197 5.5198  -0.9332
2 C 3.4030 2.2405 3.9480  -0.4782
3 N 4.6279 1.6435 3.3508  -0.3817
4 P 5.0280 2.2924 1.7348  0.3246
5 Cl 5.5368 3.0726 -0.2489  -0.4598
6 C 5.6542 3.9680 2.4403  -0.7125
7 C 7.2392 3.9460 2.7623  0.4870
8 O 7.7755 3.1443 3.5557  -0.4863
9 F 8.0937 4.8827 2.0547  -0.2944
10 P 4.4830 0.3107 0.8771  -0.0986
11 C 4.3146 0.3819 -1.0139  -0.9378
12 O 5.8032 -0.7776 1.2435  -0.4806
13 H 4.0849 1.5367 5.9951  0.2718
14 H 2.8402 2.9996 6.0416  0.3232
15 H 4.6325 3.2732 5.5911  0.1957
16 H 2.4912 1.5317 3.8730  0.2223
17 H 3.0998 3.2557 3.5231  0.3545
18 H 4.5137 0.6164 3.2376  0.2453
19 H 6.3856 1.7680 1.8694  -0.0987
20 H 3.6930 2.7896 1.4876  0.0157
21 H 5.0653 4.3702 3.3326  0.3931
22 H 5.5295 4.7452 1.5941  0.3521
23 H 5.2941 0.5422 -1.5814  0.3653
24 H 3.9044 -0.6419 -1.3787  0.2779
25 H 3.4905 1.1407 -1.3014  0.2679
26 H 6.4367 -0.8085 0.4920  0.2667
27 O 0.8388 -1.1795 -4.8366  -0.7259
28 P -0.3719 -0.2415 -4.7923  0.9770
29 O 0.4437 1.1074 -4.2864  -0.3776
30 C 1.3165 1.7560 -5.1961  -0.3142
31 C 0.5558 2.4234 -6.3273  -0.9797
32 O -0.9425 -0.7350 -3.3160  -0.2022
33 C -0.6080 -2.0182 -2.7996  -0.3319
34 C 0.6236 -1.9371 -1.9134  -0.8284
35 O -1.7854 0.7380 -4.8476  -0.2464
36 C -2.5919 0.6135 -6.0155  -0.1821
37 C -2.9303 -0.8276 -6.3492  -1.1137
38 H 2.0501 1.0456 -5.5874  0.2606
39 H 1.8617 2.5154 -4.6307  0.3514
40 H 0.1392 1.6718 -7.0060  0.1829
41 H 1.2155 3.0709 -6.9102  0.4382
42 H -0.2759 3.0197 -5.9423  0.2484
43 H -0.4781 -2.7421 -3.6073  0.4652
44 H -1.4568 -2.3639 -2.2043  0.0315
45 H 1.4493 -1.4107 -2.3940  0.1930
46 H 0.9640 -2.9386 -1.6357  0.4086
47 H 0.3947 -1.3832 -0.9975  0.2105
48 H -2.0843 1.0904 -6.8583  0.2128
49 H -3.5143 1.1709 -5.8314  0.3368
50 H -2.0322 -1.3934 -6.6204  0.3523
51 H -3.6212 -0.8723 -7.1949  0.3896
52 H -3.3835 -1.3298 -5.4907  0.2598
53 O -5.8809 -2.3005 1.5908  -0.7399
54 P -4.5894 -2.0633 2.3812  1.0784
55 O -3.5714 -2.8384 1.3311  -0.4238
56 C -3.2958 -2.2301 0.0797  -0.2984
57 C -2.4654 -0.9698 0.2374  -0.6739
58 O -4.7978 -3.3035 3.4636  -0.3431
59 C -6.0939 -3.8227 3.7310  -0.3404
60 C -6.3950 -5.0121 2.8342  -1.0579
61 O -3.1967 -1.6787 3.3125  -0.2615
62 C -3.0929 -0.3305 3.7649  -0.1493
63 C -4.3491 0.1567 4.4621  -1.1498
64 H -4.2286 -2.0163 -0.4502  0.1804
65 H -2.7381 -2.9581 -0.5143  0.2840
66 H -3.0656 -0.1691 0.6821  0.2205
67 H -2.1041 -0.6177 -0.7322  0.2141
68 H -1.6076 -1.1442 0.8925  0.2569
69 H -6.8533 -3.0434 3.6360  0.3239
70 H -6.1076 -4.1469 4.7750  0.3620
71 H -6.1975 -4.7989 1.7828  0.2836
72 H -7.4400 -5.3182 2.9377  0.3457
73 H -5.7577 -5.8602 3.1043  0.2785
74 H -2.8513 0.3173 2.9186  0.2149
75 H -2.2505 -0.2878 4.4601  0.3533
76 H -5.1953 0.2045 3.7672  0.3538
77 H -4.1955 1.1586 4.8706  0.3919
78 H -4.6322 -0.5201 5.2724  0.2782

Atoms 1-2, force components in eV/Å:
C -0.373 0.417 -0.684
C 0.175 -0.276 1.917

***

2.
C22H25N5O2Sn | the ωB97M-V functional and the def2-TZVPD basis

The charge is +2. The energy above the lowest of the compared OMol25 structures with the same formula, charge and spin comes out at 0.0820 eV. Its LUMO energy is -8.4 eV.

Last column: Mulliken charge in e.
Positions of all 55 atoms, in Å:
1 Sn -0.0868 0.4083 2.1145  0.9874
2 C 0.1360 -0.4833 -2.2445  -0.9070
3 N 1.2377 -1.1745 -1.5558  0.3097
4 C 2.5459 -0.8485 -2.1454  -1.5129
5 C 1.1242 -2.1353 -0.6721  1.3496
6 C 2.2205 -3.0297 -0.4139  -0.8198
7 C 2.0144 -4.1503 0.3061  -0.6549
8 C 0.7432 -4.4672 0.9199  -0.8859
9 C -0.3057 -3.6489 0.7666  -0.8869
10 C -0.1682 -2.3916 0.0361  0.7497
11 N -1.0155 -1.4168 0.0884  -0.1565
12 C -2.3490 -1.6227 0.4792  0.1539
13 C -3.0331 -2.7709 0.0625  -0.2739
14 C -4.3853 -2.9200 0.3007  -1.0054
15 C -5.0792 -1.9102 0.9469  -0.9543
16 C -4.4225 -0.7502 1.3337  -0.3845
17 C -3.0647 -0.5896 1.1062  0.2637
18 N -2.4080 0.6601 1.4571  0.5339
19 C -2.9281 1.2462 2.7208  -1.2241
20 C -2.5989 1.6197 0.3357  -0.9833
21 H 0.4387 -0.3876 -3.2860  0.5106
22 H -0.0123 0.5117 -1.8287  0.1887
23 H -0.7819 -1.0538 -2.1750  0.4247
24 H 2.7417 -1.4967 -3.0007  0.3319
25 H 3.3330 -0.9448 -1.4048  0.5425
26 H 2.4997 0.1843 -2.4776  0.5618
27 H 3.1775 -2.8700 -0.8838  0.4788
28 H 2.8328 -4.8492 0.4239  0.4387
29 H 0.6675 -5.3471 1.5433  0.4455
30 H -1.2274 -3.8266 1.3000  0.5648
31 H -2.5080 -3.5204 -0.5154  0.6252
32 H -4.8989 -3.8076 -0.0407  0.4418
33 H -6.1400 -2.0100 1.1308  0.4384
34 H -4.9882 0.0355 1.8108  0.3676
35 H -3.9540 1.5935 2.6083  0.4413
36 H -2.3248 2.1095 2.9929  0.3874
37 H -2.8938 0.4986 3.5133  0.4560
38 H -3.6600 1.8494 0.2175  0.3696
39 H -2.2363 1.1669 -0.5862  0.2612
40 H -2.0613 2.5383 0.5411  0.3667
41 O -0.2124 2.4987 2.0137  -0.4833
42 N 0.6653 3.1664 1.3188  -0.4005
43 N 1.4832 2.4415 0.6986  1.0217
44 O 1.4372 1.1159 0.7929  -0.6462
45 C 2.5232 3.0515 -0.1118  0.4320
46 C 3.5327 2.2370 -0.5922  -0.4791
47 C 4.5358 2.8196 -1.3539  -0.6260
48 C 4.5136 4.1816 -1.6136  -0.5194
49 C 3.4911 4.9753 -1.1082  -0.5520
50 C 2.4795 4.4179 -0.3446  -0.3516
51 H 3.5569 1.1888 -0.3449  0.5488
52 H 5.3447 2.2080 -1.7291  0.4020
53 H 5.3018 4.6310 -2.2016  0.4167
54 H 3.4808 6.0382 -1.3039  0.4049
55 H 1.6857 5.0303 0.0545  0.4899

Atoms 1-2, force components in eV/Å:
Sn -0.077 -0.297 0.189
C 0.058 0.047 0.029

***

3.
C5H8O | the ωB97M-V functional and the def2-TZVPD basis

The energy above the lowest of the compared OMol25 structures with the same formula, charge and spin comes out at 1.9432 eV. Its LUMO energy is 1.1 eV. As for the SMILES: C[C@@H]1C=CCO1.

Last column: Mulliken charge in e.
Positions of all 14 atoms, in Å:
1 C -1.5966 -0.8356 0.7602  -1.3892
2 C -0.6728 -0.2809 -0.3057  0.6325
3 C 0.7317 -0.8310 -0.2676  -0.5051
4 C 1.5926 0.1471 -0.5036  -0.2935
5 C 0.8898 1.4547 -0.4193  -0.3882
6 O -0.4632 1.1298 -0.1243  -0.4131
7 H -2.5186 -0.2511 0.8175  0.3359
8 H -1.8554 -1.8752 0.5258  0.3544
9 H -1.1052 -0.8098 1.7369  0.3476
10 H -1.1488 -0.4228 -1.2965  0.1759
11 H 1.1824 -1.4749 0.4644  0.2658
12 H 2.6619 -0.0159 -0.4834  0.3825
13 H 0.9873 2.0440 -1.3320  0.2498
14 H 1.3150 2.0215 0.4275  0.2447

Atoms 1-2, force components in eV/Å:
C -0.021 0.050 0.103
C -0.025 -0.136 0.172

***

4.
C7H12O3 | the ωB97M-V functional and the def2-TZVPD basis

The energy above the lowest of the compared OMol25 structures with the same formula, charge and spin comes out at 0.7557 eV. Its LUMO energy is 0.4 eV. As for the SMILES: C=CC/C=C(/C)C(=O)O.O.

Last column: Mulliken charge in e.
Positions of all 22 atoms, in Å:
1 C 0.4174 -2.2521 0.8947  -0.6698
2 C -0.1669 -2.3040 -0.3130  -0.2876
3 C -1.1925 -1.3316 -0.8445  -0.8008
4 C -1.5737 -0.2352 0.1092  -0.4934
5 C -0.9616 0.9363 0.3540  0.9335
6 C -1.5407 1.9292 1.3267  -1.4366
7 C 0.2949 1.3782 -0.3295  0.6110
8 O 0.6710 2.5311 -0.3713  -0.5682
9 O 1.1479 0.4646 -0.8054  -0.5861
10 H 0.1131 -1.5262 1.6535  0.2901
11 H 1.2134 -2.9502 1.1565  0.2786
12 H 0.0179 -3.1707 -0.9545  0.2961
13 H -2.0960 -1.8988 -1.1134  0.4034
14 H -0.8179 -0.9162 -1.7936  0.3615
15 H -2.4686 -0.4470 0.7020  0.2803
16 H -2.4726 1.5541 1.7646  0.3780
17 H -0.8366 2.1345 2.1460  0.3012
18 H -1.7650 2.8806 0.8243  0.2981
19 H 1.0325 -0.4289 -0.3848  0.3253
20 O 3.8729 0.9990 -1.5876  -0.6610
21 H 4.1573 1.7892 -1.1197  0.3039
22 H 2.9541 0.8641 -1.3141  0.4422

Atoms 1-2, force components in eV/Å:
C -0.145 -0.005 -0.502
C -0.052 -0.410 0.740

***

5.
C37H39BBrCaF9N9O2P | the ωB97M-V functional and the def2-TZVPD basis

The charge is -1. The spin multiplicity is 2. Its LUMO energy (spin up / spin down) is 2.2 / 2.1 eV.

Last column: Mulliken charge in e.
Positions of all 100 atoms, in Å:
1 Ca -0.2589 1.0746 0.9107  2.2556
2 C 2.2762 -0.1956 -1.4355  -0.7038
3 N 1.4546 0.9984 -1.2236  1.8799
4 C 0.4407 1.0742 -2.2952  -0.6540
5 C 2.2212 2.2387 -1.2368  -0.5748
6 C 3.2189 2.4367 -2.1821  -0.3265
7 C 3.9049 3.6377 -2.2794  -1.1437
8 C 3.5494 4.6744 -1.4276  -0.9406
9 C 2.5554 4.4961 -0.4852  -0.3666
10 C 1.8732 3.2721 -0.3351  -1.1801
11 N 0.8458 3.0647 0.5553  2.3719
12 C 0.8331 3.6536 1.8020  0.2439
13 C 1.9683 4.1970 2.4452  -0.8799
14 C 1.9101 4.7555 3.7050  -0.9133
15 C 0.7114 4.8006 4.4076  -1.1075
16 C -0.4023 4.2179 3.8302  -0.2463
17 C -0.3545 3.6204 2.5773  0.2018
18 N -1.5326 2.9389 2.0508  0.7622
19 C -2.2255 2.1318 3.0688  -0.8672
20 C -2.4713 3.8819 1.4392  -1.1393
21 H 2.7581 -0.2108 -2.4202  0.4068
22 H 3.0398 -0.2686 -0.6632  0.3023
23 H 1.6379 -1.0742 -1.3784  -0.3499
24 H 0.9134 1.2305 -3.2730  0.4268
25 H -0.1397 0.1534 -2.3245  -0.0455
26 H -0.2398 1.9065 -2.1082  -0.0430
27 H 3.4670 1.6386 -2.8701  0.3487
28 H 4.6842 3.7643 -3.0193  0.4041
29 H 4.0428 5.6363 -1.5042  0.3917
30 H 2.2692 5.3237 0.1503  0.5435
31 H 2.9224 4.1442 1.9406  0.4543
32 H 2.8173 5.1484 4.1493  0.3919
33 H 0.6526 5.2479 5.3908  0.3834
34 H -1.3365 4.2053 4.3782  0.3204
35 H -2.7518 2.7501 3.8061  0.4471
36 H -2.9614 1.4947 2.5766  0.1113
37 H -1.5075 1.5093 3.6004  0.2320
38 H -2.9084 4.5404 2.2018  0.3554
39 H -1.9470 4.4955 0.7102  0.1026
40 H -3.2671 3.3336 0.9343  0.2869
41 C 2.4919 -2.9502 1.5431  -0.6385
42 O 1.4600 -2.7964 0.5798  0.4793
43 C 1.2635 -3.8026 -0.3061  0.4668
44 C 2.0145 -4.9564 -0.4004  -0.7616
45 C 1.6781 -5.8812 -1.3868  -0.5035
46 Br 2.7156 -7.4681 -1.5202  -0.2451
47 C 0.6314 -5.6845 -2.2506  -0.7754
48 C -0.1390 -4.5173 -2.1513  0.1315
49 C 0.1900 -3.5804 -1.1833  0.9288
50 O -0.5119 -2.4232 -1.0803  -0.3048
51 C -1.2781 -4.3545 -3.0702  0.2192
52 N -1.5335 -5.1938 -4.0451  -0.7861
53 C -2.6885 -4.7162 -4.6325  0.0278
54 C -3.4207 -5.2121 -5.7128  -0.8261
55 C -4.5580 -4.5270 -6.0896  -0.4652
56 C -4.9738 -3.3651 -5.4150  -0.4976
57 C -4.2633 -2.8561 -4.3463  -0.7163
58 C -3.1188 -3.5557 -3.9733  0.8273
59 N -2.1929 -3.3430 -2.9825  0.2639
60 H 2.3064 -3.8306 2.1633  0.4352
61 H 2.4674 -2.0545 2.1547  -0.4158
62 H 3.4655 -3.0368 1.0535  0.4089
63 H 2.8426 -5.1426 0.2665  0.5886
64 H 0.3719 -6.4097 -3.0074  0.6105
65 H -0.2887 -1.9849 -0.2443  -0.3079
66 H -3.0980 -6.1067 -6.2294  0.4271
67 H -5.1474 -4.8883 -6.9231  0.3514
68 H -5.8722 -2.8579 -5.7430  0.4059
69 H -4.5728 -1.9606 -3.8238  0.4545
70 H -2.2055 -2.6147 -2.2844  0.0198
71 B 0.7335 -0.2911 4.3096  -0.3399
72 N -0.1871 -1.2537 3.5053  -0.9529
73 C -0.6033 -2.4675 3.8899  -0.2688
74 C -1.4951 -2.9532 2.9511  -1.5147
75 C -1.5674 -1.9339 2.0012  -0.6345
76 N -0.7673 -0.9175 2.3347  1.0512
77 N 1.9850 0.0677 3.4654  -0.3256
78 C 3.2597 0.0416 3.8782  -0.5304
79 C 4.0583 0.5562 2.8732  -1.6753
80 C 3.1524 0.8845 1.8621  -0.9095
81 N 1.9055 0.5852 2.2240  1.7175
82 H 1.1082 -0.8849 5.2940  -0.2133
83 H 0.1342 0.7220 4.5878  -0.1038
84 H -0.2453 -2.8889 4.8142  0.4602
85 H -2.0222 -3.8911 2.9584  0.4577
86 H -2.1726 -1.8809 1.1094  0.7180
87 H 3.5012 -0.3342 4.8583  0.4487
88 H 5.1267 0.6850 2.8753  0.4946
89 H 3.3441 1.3395 0.9030  0.6258
90 F -1.7428 0.2793 -0.5281  -1.2948
91 P -3.3868 0.2440 -1.0213  2.0079
92 F -3.2460 1.8017 -1.3634  -0.3971
93 F -3.7697 0.6053 0.4992  -0.3991
94 F -4.9084 0.1990 -1.4733  -0.3556
95 F -2.8615 -0.1442 -2.4878  -0.4200
96 F -3.3980 -1.3266 -0.6355  -0.4104
97 F 0.2388 4.6382 -2.5683  -0.2410
98 C -0.5227 4.6465 -1.4887  0.3990
99 F -0.6410 5.8766 -1.0082  -0.2357
100 F -1.7099 4.1278 -1.7477  -0.1034

Atoms 1-2, force components in eV/Å:
Ca 0.735 -0.024 0.394
C -0.008 -0.013 0.028

***

6.
C9H10F6N2O4S | the ωB97M-V functional and the def2-TZVPD basis

Its LUMO energy is -1.7 eV.

Last column: Mulliken charge in e.
Positions of all 32 atoms, in Å:
1 F -1.1266 -0.8331 4.6055  -0.2872
2 C -1.9330 -1.7179 3.9814  0.8142
3 F -1.9278 -2.8807 4.6323  -0.2628
4 F -3.1507 -1.1617 4.0122  -0.2609
5 C -1.4664 -1.8882 2.5079  -0.4111
6 O -2.5054 -1.5165 1.6260  -0.3431
7 C -2.3952 -2.1305 0.3539  -0.6717
8 C -1.0538 -1.8857 -0.3670  -0.6162
9 C -0.5248 -0.4745 -0.2002  0.5120
10 C -1.4593 0.6010 -0.1866  0.0287
11 C -0.9520 1.8687 -0.0243  -0.6886
12 C 0.4304 2.0030 0.1248  -0.2603
13 N 1.1454 0.9156 0.1085  0.3728
14 N 0.7635 -0.3182 -0.0610  -0.6640
15 H -1.0280 -2.8758 2.3165  0.3533
16 H -0.6539 -1.1501 2.3829  0.1944
17 H -2.6453 -3.2020 0.4121  0.4054
18 H -3.1909 -1.6880 -0.2640  0.3822
19 H -0.3084 -2.5985 0.0109  0.3341
20 H -1.1700 -2.1123 -1.4369  0.3483
21 H -2.5227 0.4189 -0.2847  0.3431
22 H -1.6166 2.7263 -0.0228  0.4390
23 H 0.9093 2.9674 0.2539  0.4953
24 H 2.1583 1.0615 0.2327  0.3949
25 C 3.5756 2.5672 -3.6652  0.5585
26 F 3.1514 2.3008 -4.9056  -0.2310
27 F 4.9128 2.5975 -3.7028  -0.2180
28 F 3.1616 3.8112 -3.3651  -0.2364
29 S 2.9531 1.3282 -2.4547  1.2911
30 O 3.4784 0.0715 -2.9153  -0.6793
31 O 1.5041 1.4358 -2.5438  -0.6507
32 O 3.4871 1.7591 -1.1615  -0.7857

Atoms 1-2, force components in eV/Å:
F 0.158 -0.564 0.262
C -0.060 0.683 -1.321

***

- Number 5 is which compound?
  C37H39BBrCaF9N9O2P

***

- Which formula does entry 4 have?
  C7H12O3

***

Repeat the third record exactly.
C5H8O | the ωB97M-V functional and the def2-TZVPD basis

The energy above the lowest of the compared OMol25 structures with the same formula, charge and spin comes out at 1.9432 eV. Its LUMO energy is 1.1 eV. As for the SMILES: C[C@@H]1C=CCO1.

Last column: Mulliken charge in e.
Positions of all 14 atoms, in Å:
1 C -1.5966 -0.8356 0.7602  -1.3892
2 C -0.6728 -0.2809 -0.3057  0.6325
3 C 0.7317 -0.8310 -0.2676  -0.5051
4 C 1.5926 0.1471 -0.5036  -0.2935
5 C 0.8898 1.4547 -0.4193  -0.3882
6 O -0.4632 1.1298 -0.1243  -0.4131
7 H -2.5186 -0.2511 0.8175  0.3359
8 H -1.8554 -1.8752 0.5258  0.3544
9 H -1.1052 -0.8098 1.7369  0.3476
10 H -1.1488 -0.4228 -1.2965  0.1759
11 H 1.1824 -1.4749 0.4644  0.2658
12 H 2.6619 -0.0159 -0.4834  0.3825
13 H 0.9873 2.0440 -1.3320  0.2498
14 H 1.3150 2.0215 0.4275  0.2447

Atoms 1-2, force components in eV/Å:
C -0.021 0.050 0.103
C -0.025 -0.136 0.172